Here is 2 unconnected molecules or ions with the total composition C3H8O2 in a non-equilibrium geometry from the OMol25 dataset. Energies are from ωB97M-V/def2-TZVPD.

```
! wB97M-V def2-TZVPD RIJCOSX def2/J DEFGRID3
* xyz 0 1
C -1.663 0.435 -0.211
C -0.519 -0.496 -0.507
O -0.511 -1.708 0.010
H -1.462 1.450 -0.561
H -1.882 0.438 0.857
H -2.536 0.044 -0.740
H -0.047 -0.345 -1.490
C 1.207 0.326 0.548
O 2.339 -0.017 -0.206
H 1.375 0.247 1.635
H 0.903 1.341 0.311
H 0.396 -0.731 0.598
H 2.399 -0.983 -0.245
*
```

## Properties
SMILES   CC=O.CO
Calculated total energy   -269.4322 hartree
Frontier orbital gap   9.56 eV
Highest occupied orbital energy   -8.87 eV

Here is a molecular structure, C45H58Br2CaN5O3P2Si3 in a non-equilibrium geometry from the OMol25 dataset. Energies are from ωB97M-V/def2-TZVPD.

```
! wB97M-V def2-TZVPD RIJCOSX def2/J DEFGRID3
* xyz 1 1
Ca 10.146 13.387 10.587
O 4.996 15.315 13.853
C 5.955 14.871 13.043
C 6.796 15.720 12.277
C 7.673 15.101 11.433
N 7.849 13.787 11.333
C 7.144 12.996 12.124
Br 7.400 11.174 12.071
C 6.204 13.503 13.024
H 5.064 16.271 13.880
H 6.613 16.815 12.271
H 8.325 15.737 10.766
H 5.524 12.897 13.573
C 12.849 8.031 12.733
Si 12.278 9.824 13.028
C 10.755 9.793 14.185
C 13.537 10.607 14.172
C 11.953 10.661 11.405
Si 12.901 12.131 11.214
C 13.388 14.495 9.899
C 14.641 12.600 11.825
C 12.624 11.711 7.893
Si 11.125 9.484 10.310
C 9.845 8.329 11.093
C 12.154 8.313 9.266
C 9.963 10.318 8.950
C 9.522 9.481 7.929
C 8.465 9.913 7.147
C 7.865 11.158 7.359
C 8.440 11.982 8.298
N 9.449 11.543 9.097
H 12.921 7.424 13.628
H 13.784 8.072 12.171
H 12.094 7.467 12.184
H 11.245 9.139 15.004
H 9.906 9.257 13.820
H 10.572 10.799 14.553
H 13.464 10.059 15.129
H 13.304 11.659 14.299
H 14.514 10.406 13.738
H 13.301 14.960 10.845
H 13.086 15.132 9.077
H 14.415 14.131 9.873
H 14.938 11.767 12.463
H 14.551 13.427 12.482
H 15.354 12.728 11.007
H 13.123 11.584 6.897
H 11.627 12.054 7.800
H 12.684 10.772 8.451
H 10.064 7.829 12.010
H 9.624 7.515 10.350
H 8.913 8.824 11.257
H 12.490 7.592 9.973
H 13.128 8.678 8.952
H 11.572 7.827 8.410
H 10.073 8.534 7.788
H 8.253 9.309 6.281
H 7.034 11.562 6.801
H 8.066 13.002 8.422
Br 12.023 13.639 12.829
O 13.334 12.666 8.671
N 12.594 13.251 9.774
N 9.596 16.212 6.877
C 10.255 15.287 7.554
N 11.445 14.748 7.154
O 9.768 14.933 8.665
H 10.028 16.641 6.094
H 8.826 16.605 7.426
H 11.891 14.977 6.268
H 11.871 14.108 7.724
C 11.839 18.057 9.969
P 11.189 17.228 11.500
C 9.657 18.128 11.804
C 9.290 18.106 13.132
C 8.052 18.667 13.627
C 7.191 19.291 12.727
C 7.562 19.297 11.336
C 8.728 18.659 10.922
C 12.284 18.023 12.827
C 12.158 19.367 13.184
C 13.145 19.832 14.065
C 14.218 19.119 14.466
C 14.336 17.826 14.064
C 13.362 17.306 13.254
P 13.125 19.349 10.052
C 13.316 19.555 8.236
C 12.236 19.927 7.407
C 12.429 20.135 6.059
C 13.614 19.989 5.432
C 14.710 19.563 6.200
C 14.513 19.356 7.551
C 12.258 21.007 10.352
C 10.886 21.186 10.467
C 10.413 22.484 10.694
C 11.259 23.567 10.794
C 12.686 23.350 10.813
C 13.149 22.036 10.577
H 11.096 18.412 9.308
H 12.415 17.330 9.398
H 9.961 17.566 13.732
H 7.848 18.498 14.730
H 6.211 19.682 12.931
H 6.870 19.649 10.618
H 8.921 18.737 9.913
H 11.463 20.050 12.840
H 12.966 20.863 14.450
H 14.990 19.647 15.043
H 15.048 17.162 14.556
H 13.383 16.275 12.933
H 11.268 20.106 7.902
H 11.636 20.469 5.460
H 13.638 20.322 4.434
H 15.713 19.464 5.812
H 15.376 19.083 8.098
H 10.158 20.386 10.334
H 9.410 22.765 10.835
H 10.891 24.516 11.135
H 13.368 24.112 11.150
H 14.188 21.711 10.518
*
```

## Properties
Calculated total energy   -9625.8243 hartree
Frontier orbital gap   7.67 eV
Highest occupied orbital energy   -9.69 eV

Here is a molecular structure, C37H45CoN3OP2S2Se from the OMol25 dataset. Energies are from ωB97M-V/def2-TZVPD.

```
! wB97M-V def2-TZVPD RIJCOSX def2/J DEFGRID3
* xyz 2 2
Co 1.469 0.286 -0.567
C -5.582 0.435 2.167
S -5.850 1.627 0.845
C -4.140 1.927 0.347
C -3.510 0.775 -0.426
C -2.118 1.106 -0.941
N -1.156 1.226 0.188
P 0.323 2.104 -0.059
C -0.061 3.597 -0.971
C 0.860 4.100 -1.884
C 0.605 5.300 -2.531
C -0.567 5.993 -2.269
C -1.488 5.494 -1.355
C -1.237 4.301 -0.702
C 0.836 2.581 1.597
C 2.142 2.295 1.983
C 2.586 2.646 3.249
C 1.721 3.275 4.130
C 0.415 3.565 3.747
C -0.027 3.229 2.479
P -0.349 -0.223 0.717
C -0.551 -0.220 2.502
C -1.800 0.099 3.037
C -1.984 0.102 4.409
C -0.921 -0.202 5.251
C 0.326 -0.501 4.723
C 0.512 -0.510 3.348
C -1.180 -1.690 0.071
C -2.009 -2.481 0.864
C -2.585 -3.628 0.338
C -2.336 -3.993 -0.977
C -1.499 -3.217 -1.769
C -0.915 -2.076 -1.246
H -6.555 0.218 2.602
H -4.949 0.858 2.949
H -5.158 -0.501 1.804
H -3.551 2.173 1.235
H -4.167 2.822 -0.278
H -4.152 0.516 -1.271
H -3.461 -0.120 0.203
H -2.130 2.061 -1.465
H -1.781 0.359 -1.666
H 1.784 3.573 -2.085
H 1.323 5.694 -3.237
H -0.764 6.929 -2.773
H -2.398 6.040 -1.150
H -1.960 3.914 0.006
H 2.826 1.810 1.291
H 3.605 2.435 3.543
H 2.063 3.550 5.118
H -0.254 4.060 4.438
H -1.047 3.449 2.187
H -2.623 0.359 2.381
H -2.953 0.346 4.824
H -1.063 -0.193 6.323
H 1.156 -0.716 5.382
H 1.498 -0.708 2.945
H -2.204 -2.209 1.894
H -3.229 -4.237 0.958
H -2.792 -4.885 -1.384
H -1.298 -3.508 -2.792
H -0.245 -1.482 -1.862
O 2.706 -1.198 -0.239
S 2.891 -2.077 1.009
C 4.352 -3.089 0.694
C 4.003 -4.431 1.320
C 2.602 -4.778 0.814
C 1.756 -3.498 0.872
H 5.224 -2.595 1.115
H 4.452 -3.156 -0.390
H 4.011 -4.354 2.410
H 4.743 -5.182 1.048
H 2.145 -5.565 1.412
H 2.654 -5.138 -0.214
H 1.093 -3.458 1.737
H 1.163 -3.317 -0.024
C 4.116 -1.400 -3.325
N 2.881 -1.453 -4.090
C 2.608 -2.367 -5.082
C 1.404 -2.043 -5.602
N 0.955 -0.937 -4.917
C -0.300 -0.243 -5.180
C 1.863 -0.586 -3.987
Se 1.654 0.926 -2.879
H 4.880 -1.948 -3.870
H 3.958 -1.830 -2.341
H 4.422 -0.362 -3.209
H 3.301 -3.147 -5.340
H 0.837 -2.486 -6.400
H -0.717 -0.639 -6.101
H -0.113 0.822 -5.293
H -0.996 -0.405 -4.359
*
```

## Properties
Calculated total energy   -6939.2576 hartree
Frontier orbital gap (spin up / spin down)   6.41 / 7.48 eV
Highest occupied orbital energy (spin up / spin down)   -12.36 / -12.36 eV

Here is a molecular structure, C5H8IOPS2 in a non-equilibrium geometry from the OMol25 dataset. Energies are from ωB97M-V/def2-TZVPD.

```
! wB97M-V def2-TZVPD RIJCOSX def2/J DEFGRID3
* xyz 0 1
C 2.909 -0.749 0.564
C 1.840 -1.280 -0.220
C 0.430 -1.631 -1.049
P -1.015 -0.624 -0.225
S -0.686 -0.826 1.914
S -2.883 -1.546 -0.759
C -1.009 1.216 -0.734
C 0.381 2.025 -0.403
O 0.534 2.505 0.856
H 3.519 -0.082 1.344
H 0.174 -2.783 -0.913
H 0.543 -1.407 -2.192
H -1.061 0.380 2.547
H -3.441 -1.951 0.490
H -1.274 1.321 -1.881
H -1.883 1.745 -0.129
H 1.164 2.211 -1.254
I 1.759 1.475 2.042
*
```

## Properties
Calculated total energy   -1705.5861 hartree
Frontier orbital gap   4.99 eV
Highest occupied orbital energy   -5.74 eV